# 1
The following is a DFT calculation (the ωB97M-V functional and the def2-TZVPD basis) of C53H46BrN3O4P2SSiTl as an isolated structure in a non-equilibrium geometry.

Strongest force on any atom (hartree/bohr): 0.0739
Lowest unoccupied orbital energy (eV): 2.39
HOMO-LUMO gap (eV): 7.6
HOMO (eV): -5.24
Energy above the lowest of the compared OMol25 structures with the same formula, charge and spin (eV): 0.5360
Net charge: -1

```
112
Properties=species:S:1:pos:R:3:lowdin_charge:R:1
H -1.6716 -4.4384 2.0385 0.120
C -2.1472 -3.5677 3.9091 -0.097
H 0.0362 4.2736 -4.1854 0.130
H 4.4400 -0.7336 3.9395 0.102
H -3.6716 1.4890 3.4102 0.075
H -4.7158 -2.5105 -3.7882 0.097
H -4.0141 -5.8723 -1.7023 0.105
H 5.2086 -2.1684 -1.7396 0.094
S 2.3701 2.0906 -2.0674 0.863
C -1.1466 1.8947 3.5680 -0.231
C -4.6346 0.7191 -4.7211 -0.099
C -1.8133 -3.4727 2.5770 -0.121
C -2.2989 3.7813 -1.0469 -0.115
C 4.4484 -1.7274 -1.1408 -0.076
H -0.8392 6.1017 -2.9912 0.082
C 4.4569 1.4049 4.1907 -0.098
C -2.9120 -4.2588 -0.7808 -0.098
C 2.7587 -0.1477 -0.6942 -0.439
H -3.6004 2.2171 -3.7210 0.100
H 1.7273 -3.5886 -3.0639 0.076
C -0.6383 4.1242 -3.3130 -0.016
C 1.4844 -3.7980 -2.0948 -0.081
Si -1.3308 0.7481 2.1346 0.497
N 2.0073 1.0179 -0.9162 -0.346
H -1.0488 2.9187 3.0905 0.047
C -1.0981 2.8445 -3.0026 -0.391
H -6.0590 1.5279 2.8263 0.086
C -5.0336 -0.5985 -4.7334 -0.080
H -2.7918 3.6323 -0.0845 0.106
Br 0.8305 4.1109 0.7757 0.023
C -4.8569 1.1007 -0.2378 -0.069
H -3.2458 -1.5814 -1.8800 0.066
C 6.4850 2.8184 -2.1113 -0.066
C -3.8809 1.1903 -3.6853 -0.114
C -3.0464 1.0665 1.3653 -0.264
C 3.2058 -1.8150 0.8459 -0.122
P -1.3874 -2.0887 0.1993 1.107
C -1.1044 5.1907 -2.5403 -0.115
H -6.2280 -4.8423 -1.0659 0.093
C -4.0244 1.2589 2.4281 -0.069
C 0.0639 -3.1188 -0.2112 -0.378
Tl 0.7938 1.4323 0.9495 0.543
H 7.2889 2.8202 -2.8632 0.104
C -1.9418 -1.2036 4.1323 -0.075
P -2.2609 0.9464 -1.3573 1.091
O 2.3211 1.4296 -3.4145 -0.518
C -4.1681 -2.5177 0.2154 -0.111
H 3.5698 2.7573 0.3384 0.035
H -1.9537 -4.7842 -1.0701 0.123
C 6.7257 3.2166 -0.7718 -0.264
C 1.9970 -4.7725 -1.3167 -0.101
C 2.4901 0.1624 3.5786 -0.579
H -5.0486 1.4000 -5.4621 0.105
N 2.4593 -0.7456 0.4508 0.104
C -3.7404 -0.9632 -2.6563 -0.084
C -4.5724 -1.4329 -3.6564 -0.073
H -2.8896 -2.5155 5.6080 0.107
H 0.4933 -4.0519 1.6807 0.098
H 5.1668 2.0317 -3.6049 0.105
O 1.6387 -0.6574 3.4653 0.031
C 0.6512 -4.0852 0.6074 -0.093
H 0.2365 1.8094 -3.8114 0.085
C 5.2421 2.4066 -2.5839 -0.069
H -0.2393 1.7676 4.0829 0.014
H 8.7771 3.6173 -1.1902 0.069
O 3.7142 3.2418 2.8472 0.026
H 4.9056 -3.1732 0.4485 0.121
H -5.1049 0.9494 -1.2911 0.097
H 8.5318 2.7043 0.3304 0.079
C -1.5665 -1.0529 2.7529 -0.254
C 4.1607 2.3724 -1.6602 -0.329
C 3.7340 -0.6248 -1.5328 -0.029
C -1.9032 5.0522 -1.4325 -0.137
H 8.2719 4.4474 0.2928 0.065
H -1.9284 1.9157 4.2663 0.000
C -1.5164 -2.2463 2.0224 -0.384
H 3.0776 -2.1215 1.8404 0.087
C 4.3533 2.8055 -0.3665 -0.084
H -1.9938 -0.3138 4.7731 0.093
H 3.8818 -0.1663 -2.5332 0.110
H -2.3486 -4.5469 4.2572 0.087
C 0.5465 -2.8927 -1.5308 -0.066
H 2.1719 -5.6179 0.6762 0.094
C 4.2671 -2.2990 0.1148 -0.082
C 3.5268 2.1211 3.2323 -0.543
C -2.2697 -2.4410 4.6991 -0.083
C -5.8056 1.0965 0.8121 -0.069
C -3.4896 1.0642 0.0505 -0.387
C -5.2868 -4.4137 -0.7488 -0.114
H -6.3322 -2.7765 0.2295 0.103
C -5.3615 -3.1672 -0.0673 -0.053
C -3.4063 0.4280 -2.6619 -0.397
H 3.6446 -0.2940 5.4278 0.127
C -4.1012 -4.9611 -1.0958 -0.101
O -0.7334 1.7289 -3.6363 0.012
H -6.8129 1.1658 0.4927 0.088
H 5.6879 3.4864 1.1561 0.119
N 2.4619 1.3380 2.8876 0.087
C 3.7987 0.0376 4.3571 -0.098
H -2.2295 6.0237 -0.9140 0.129
C -5.3497 1.2883 2.0916 -0.108
C -1.8712 2.6992 -1.8171 -0.299
C -2.9473 -3.0703 -0.1212 -0.399
H -4.2561 -1.5135 0.6107 0.096
H -5.6490 -1.0586 -5.4795 0.085
C 8.1439 3.5381 -0.2830 -0.059
C 1.6551 -4.8961 0.0610 -0.068
C 5.6346 3.1868 0.0885 -0.018
H 5.4609 1.1941 3.8207 0.110
H 4.5628 2.0047 5.1151 0.121
H 2.7036 -5.4648 -1.7206 0.092
H 0.0474 -2.0391 -1.9923 0.097
```



# 2
The following is a DFT calculation (the ωB97M-V functional and the def2-TZVPD basis) of C53H46N5S4Se4Tc as an isolated structure in a non-equilibrium geometry.

Strongest force on any atom (hartree/bohr): 0.0279
2S+1: 4
Lowest unoccupied orbital energy (alpha / beta) (eV): -3.75 / -4.42
HOMO-LUMO gap (alpha / beta) (eV): 5.0 / 4.8
HOMO (alpha / beta) (eV): -8.74 / -9.25
Energy above the lowest of the compared OMol25 structures with the same formula, charge and spin (eV): 2.4283
Net charge: +1

```
113
Properties=species:S:1:pos:R:3:lowdin_charge:R:1
C 2.5274 -2.0194 -2.2297 -0.353
C 3.8316 -4.1292 -0.0557 -0.042
H -4.7372 2.0565 -1.2262 0.117
H -3.9048 7.0462 1.3555 0.115
C 2.2217 -3.4633 -2.5276 -0.255
H 0.1963 -5.4678 0.5943 0.105
N 0.0493 -1.0019 1.9598 -0.676
C 1.7981 -4.2110 1.2890 -0.203
C -1.5653 2.1206 3.8316 -0.084
C -0.6192 1.3634 3.1526 -0.390
C 1.6145 -4.1777 -1.2882 -0.175
H -1.0628 -1.4347 4.3683 0.115
H -1.3602 1.7044 -4.8355 0.086
H -0.7877 -5.8220 2.7979 0.105
C -2.4517 -0.9985 -1.3150 -0.065
H -0.5781 4.6989 -1.4584 0.030
C 5.6812 1.4915 -1.9905 -0.055
S 1.1673 -0.9640 0.7164 0.881
Se 4.8819 3.7967 -4.7057 0.182
C -4.4266 -1.8992 4.2923 -0.069
H 1.4513 0.9891 2.7599 0.079
C -1.2996 5.2144 -0.8383 -0.079
C 3.3802 -4.1684 -3.1673 -0.089
C -3.7111 -0.5679 2.4231 -0.103
C -2.0927 -1.3716 4.0417 -0.063
H 7.4252 2.6479 -1.5262 0.115
H 2.2854 -3.4185 4.5558 0.106
C 2.4490 -4.0809 -0.0294 -0.111
Se 1.6067 4.3998 -3.2345 0.065
N 2.2522 0.1985 -1.7998 -0.109
C -2.2429 4.5091 -0.1049 -0.323
H -3.7383 1.2007 -5.3076 0.115
H 5.7624 -4.4936 -0.7880 0.101
C -2.2347 7.2503 0.0269 -0.054
C 6.3503 2.5735 -1.4319 -0.073
C -1.2995 6.5958 -0.7679 -0.055
H 3.2318 -3.0027 2.3441 0.109
N -0.4079 2.5200 0.1175 -0.066
C -4.7265 -1.1914 3.1394 -0.065
H -1.8881 -2.7770 -3.3994 0.090
C 1.6797 -1.0573 -1.7612 -0.347
H -2.2019 -2.6280 0.9055 0.069
H 0.5578 4.1049 5.5681 0.105
H -2.1873 -4.1612 0.0518 0.080
C 0.6469 -4.9844 1.4481 -0.026
C 1.1565 2.5844 4.1825 -0.071
H -3.9233 0.0022 1.5306 0.069
S -2.3327 2.7325 -0.0945 0.866
C -2.5141 -3.1230 -0.0125 -0.026
H 1.4099 -3.4427 -3.2569 0.149
C 4.2605 3.4840 -0.6293 -0.144
H 2.2149 2.7641 4.3198 0.106
H -0.5390 -4.5473 -1.3290 0.110
H -3.8897 4.5483 1.2548 0.110
H -1.8612 3.6976 5.2453 0.107
H -5.4273 1.3970 -3.5174 0.117
H -2.2280 8.3306 0.0831 0.114
H 6.2285 0.7096 -2.5039 0.116
H -2.8887 -2.5351 5.6494 0.109
H -0.5732 7.1658 -1.3321 0.111
H 5.2994 -4.9744 -3.0665 0.109
H 0.2733 -4.8449 4.8100 0.102
C 0.0963 -5.2042 2.7030 -0.070
C -3.1750 6.5298 0.7470 -0.052
H -5.2181 -2.3872 4.8461 0.108
C 0.7365 1.5903 3.3066 -0.087
H -2.0747 -0.4621 -2.1914 0.078
H -0.2253 -0.3584 -1.1596 0.064
Se 3.9114 5.2907 -3.4528 0.098
C -3.1137 -1.9855 4.7451 -0.060
H -2.2687 -4.2248 -2.4633 0.079
C -0.3685 -2.5137 -1.1613 -0.145
H -2.6222 1.9402 3.6848 0.104
N -3.1185 2.0919 0.9263 -0.232
S -1.1095 0.1116 1.9600 0.961
C -4.3884 1.6129 -3.3075 -0.049
C 0.2257 3.3384 4.8801 -0.079
C 1.8216 -3.8656 3.6859 -0.075
H -3.4803 -2.9640 -2.6521 0.086
C -2.4125 -3.1458 -2.5145 -0.043
H 6.1811 4.3682 -0.2740 0.115
C 0.6865 -4.6554 3.8284 -0.086
C -1.7176 2.1826 -2.7824 -0.109
C 4.4910 -4.5292 -2.4966 -0.125
H 3.7229 4.2626 -0.1018 0.107
C -1.9171 -2.4338 -1.2444 -0.521
C -2.4101 -0.6710 2.8863 -0.410
C 0.1659 -3.7332 -1.2099 -0.031
C -1.1341 3.1083 4.7023 -0.069
C -2.1037 1.7887 -4.0541 -0.066
C 4.3049 1.3992 -1.8359 -0.273
H -3.5402 -1.0309 -1.4026 0.096
C 0.4114 -1.2250 -1.0015 -0.370
C 5.6479 3.5436 -0.7292 -0.089
Se 1.7132 2.4534 -4.4323 0.151
H 1.6114 -5.2436 -1.5523 0.166
C 4.7339 -4.3540 -1.0977 -0.068
Tc 1.6812 2.2089 -1.9243 0.946
H 3.3087 -4.3777 -4.2274 0.112
C 3.5278 0.1870 -2.1507 -0.559
H 4.3038 -4.1206 0.9206 0.108
C 3.5742 2.4242 -1.1986 -0.250
C -4.0151 1.9917 -2.0282 -0.066
C -3.1831 5.1429 0.6907 -0.055
N 0.4810 2.4200 -0.6294 -0.260
C 2.3669 -3.6482 2.4357 -0.069
S 4.0777 -1.3468 -2.5798 1.230
H -5.7488 -1.1263 2.7908 0.108
H -3.6064 -3.1105 -0.0596 0.094
C -2.6760 2.2762 -1.7831 -0.327
H -2.2277 -0.4118 -0.4221 0.038
H -0.6806 2.4204 -2.5889 0.001
C -3.4372 1.5060 -4.3144 -0.048
```



> What is the formula in the first record?

C53H46BrN3O4P2SSiTl



> Which of these has the lowest net charge?

C53H46BrN3O4P2SSiTl



> strongest force on any atom of number 1 (C53H46BrN3O4P2SSiTl)?

0.0739 hartree/bohr



> energy above the lowest of the compared OMol25 structures with the same formula, charge and spin of number 1 (C53H46BrN3O4P2SSiTl)?

0.5360 eV